{
  "formula": "C41H30IrN7S5Se",
  "method": "ωB97M-V/def2-TZVPD",
  "homo_energy_ev": -6.649,
  "fmax_ev_per_a": 0.90,
  "multiplicity": 1,
  "total_charge": 0,
  "elements": ["Ir", "S", "C", "C", "N", "C", "S", "C", "N", "N", "S", "N", "S", "N", "S", "N", "C", "C", "C", "C", "C", "C", "C", "C", "C", "C", "C", "C", "C", "C", "C", "C", "C", "C", "C", "C", "C", "C", "C", "C", "C", "C", "C", "C", "C", "C", "C", "C", "C", "C", "C", "C", "H", "H", "H", "H", "H", "H", "H", "H", "H", "H", "H", "H", "H", "H", "H", "H", "H", "H", "H", "H", "H", "H", "H", "H", "H", "H", "H", "H", "H", "H", "Se", "C", "N"],
  "positions_angstrom": [[-1.90380, -0.32949, 1.70053], [-1.44880, -0.07974, 3.97507], [-2.51280, -1.28942, 4.64219], [-2.80594, -1.20920, 6.04528], [-3.03327, -1.10729, 7.16815], [-3.00183, -2.27905, 3.87389], [-2.59394, -2.38784, 2.16571], [-3.80975, -3.34184, 4.39275], [-4.43872, -4.22981, 4.76698], [-2.28169, -0.16732, -0.33413], [-1.45630, -0.18692, -1.53047], [0.02936, 0.50464, -1.65389], [0.82556, 1.29878, -0.60064], [1.91765, 0.54602, 0.19015], [1.40814, -0.72932, 1.11361], [0.00231, -0.98208, 1.25973], [2.27410, -2.08945, 0.36100], [1.49286, -3.12561, -0.11544], [2.11623, -4.19968, -0.73640], [3.49662, -4.22185, -0.86434], [4.26801, -3.17570, -0.36889], [3.65771, -2.09772, 0.24962], [2.34385, -0.42590, 2.59971], [3.38282, 0.49332, 2.68466], [4.03438, 0.65508, 3.89815], [3.64578, -0.09596, 5.00067], [2.60667, -1.01014, 4.89957], [1.94639, -1.18229, 3.69290], [1.77089, 2.46559, -1.52981], [3.12379, 2.25448, -1.73318], [3.82740, 3.18050, -2.48989], [3.18210, 4.29203, -3.01192], [1.82462, 4.48712, -2.79205], [1.10598, 3.56935, -2.04458], [-0.21662, 2.22729, 0.50282], [0.23032, 2.40306, 1.80970], [-0.58224, 3.07627, 2.70726], [-1.80597, 3.58585, 2.29316], [-2.22014, 3.44989, 0.97556], [-1.42315, 2.77248, 0.06775], [-2.31502, 0.62926, -2.86117], [-1.64977, 1.30706, -3.87505], [-2.39731, 1.95457, -4.84786], [-3.78471, 1.91858, -4.79740], [-4.43440, 1.24018, -3.77526], [-3.70133, 0.58859, -2.79552], [-1.07408, -1.80512, -2.17476], [-0.21013, -2.00300, -3.24566], [0.04163, -3.29834, -3.66336], [-0.56455, -4.36984, -3.01296], [-1.42427, -4.15348, -1.94736], [-1.68721, -2.85766, -1.51929], [0.41929, -3.08111, 0.01789], [1.51794, -5.02072, -1.10871], [3.98029, -5.06292, -1.34426], [5.34602, -3.20547, -0.45651], [4.24776, -1.27821, 0.64106], [3.66092, 1.07854, 1.81808], [4.84095, 1.37165, 3.98334], [4.14710, 0.04394, 5.94962], [2.29642, -1.58277, 5.76321], [1.10726, -1.86182, 3.60539], [3.59980, 1.37973, -1.31325], [4.88386, 3.03196, -2.66880], [3.74019, 5.01349, -3.59384], [1.32360, 5.35511, -3.19888], [0.04725, 3.70868, -1.86378], [1.17571, 1.98441, 2.12614], [-0.26976, 3.18009, 3.73736], [-2.45272, 4.08018, 3.00597], [-3.18594, 3.82875, 0.66531], [-1.75947, 2.64662, -0.95051], [-0.56847, 1.33645, -3.89050], [-1.89449, 2.49221, -5.64138], [-4.36384, 2.43116, -5.55464], [-5.51495, 1.22677, -3.72983], [-4.18478, 0.08526, -1.96795], [0.26141, -1.15752, -3.72939], [0.71070, -3.47484, -4.49562], [-0.36529, -5.38073, -3.34571], [-1.89705, -4.98789, -1.44573], [-2.35595, -2.65629, -0.69014], [-5.97475, 2.28839, 1.31774], [-4.59745, 1.20996, 1.71250], [-3.69893, 0.50802, 1.93053]],
  "atomic_forces_ev_per_a": [[0.351, 0.795, 0.222], [-0.113, 0.090, -0.167], [0.077, 0.008, 0.245], [0.017, -0.001, -0.183], [0.052, -0.022, 0.006], [-0.101, -0.281, -0.037], [-0.279, -0.401, 0.146], [0.056, 0.106, -0.082], [0.012, 0.023, 0.000], [-0.107, -0.035, -0.026], [-0.055, -0.025, 0.101], [-0.012, 0.448, -0.194], [-0.139, -0.486, -0.131], [0.245, 0.096, 0.189], [0.185, 0.185, 0.056], [-0.392, -0.447, -0.053], [0.007, -0.004, -0.097], [0.003, -0.030, 0.057], [0.016, -0.011, 0.035], [-0.001, -0.011, -0.001], [-0.001, 0.014, 0.017], [-0.002, 0.050, -0.037], [0.134, -0.014, 0.000], [-0.015, -0.025, -0.008], [-0.008, 0.001, -0.014], [-0.011, 0.016, 0.005], [-0.004, -0.026, 0.011], [-0.031, 0.022, 0.024], [-0.048, 0.173, 0.118], [0.005, -0.046, -0.057], [0.007, -0.022, 0.001], [0.005, 0.003, -0.011], [-0.035, -0.001, 0.003], [-0.022, -0.030, -0.067], [0.037, 0.130, -0.006], [-0.055, -0.140, -0.007], [-0.035, 0.084, 0.009], [0.041, 0.020, 0.049], [-0.001, 0.023, -0.077], [-0.004, -0.069, 0.032], [0.031, 0.055, -0.038], [0.006, -0.060, 0.019], [0.017, -0.015, 0.009], [-0.008, 0.007, 0.001], [-0.004, -0.008, -0.018], [0.016, 0.015, 0.033], [0.164, -0.012, -0.020], [-0.022, -0.002, 0.084], [-0.025, -0.001, -0.011], [-0.009, 0.021, -0.042], [-0.050, -0.001, 0.010], [-0.100, -0.014, -0.067], [0.041, -0.020, 0.024], [0.022, 0.017, 0.006], [-0.003, 0.001, 0.009], [-0.004, 0.003, -0.013], [-0.001, -0.021, 0.003], [0.009, 0.002, 0.016], [-0.011, -0.003, 0.006], [0.010, -0.013, -0.012], [-0.005, 0.018, 0.002], [0.006, 0.014, -0.001], [0.017, 0.035, 0.004], [-0.005, 0.003, 0.012], [0.000, -0.002, 0.001], [0.010, -0.001, 0.007], [0.069, 0.044, -0.034], [-0.023, 0.027, 0.027], [0.002, -0.024, -0.010], [-0.006, -0.022, -0.006], [0.008, -0.039, 0.015], [-0.074, -0.105, -0.076], [-0.004, 0.016, -0.012], [-0.006, -0.007, 0.007], [0.008, -0.005, 0.003], [0.006, 0.005, 0.011], [0.000, 0.025, 0.003], [0.019, -0.030, -0.001], [-0.002, -0.006, 0.014], [0.001, 0.003, -0.004], [0.012, 0.007, 0.002], [0.018, -0.013, -0.006], [0.234, -0.061, 0.059], [-0.318, 0.083, -0.111], [0.175, -0.072, 0.024]],
  "lowdin_charge": [0.72, 0.59, -0.72, -0.27, 0.16, -0.70, 0.62, -0.27, 0.16, -0.40, 0.77, -0.35, 0.89, -0.37, 0.76, -0.44, -0.29, -0.05, -0.06, -0.07, -0.07, -0.06, -0.32, -0.09, -0.07, -0.06, -0.05, -0.07, -0.29, -0.05, -0.06, -0.06, -0.05, -0.05, -0.33, -0.07, -0.07, -0.04, -0.06, -0.09, -0.31, -0.08, -0.07, -0.07, -0.05, -0.05, -0.30, -0.06, -0.07, -0.08, -0.06, -0.07, 0.09, 0.10, 0.11, 0.11, 0.11, 0.10, 0.11, 0.11, 0.12, 0.11, 0.11, 0.11, 0.11, 0.11, 0.11, 0.10, 0.12, 0.12, 0.09, 0.10, 0.10, 0.11, 0.11, 0.11, 0.12, 0.11, 0.11, 0.11, 0.12, 0.08, 0.44, -0.91, -0.15]
}

---

{
  "formula": "C41H30IrNO6S2",
  "method": "ωB97M-V/def2-TZVPD",
  "homo_energy_ev": -13.140,
  "fmax_ev_per_a": 0.51,
  "multiplicity": 1,
  "total_charge": 2,
  "elements": ["Ir", "O", "C", "O", "C", "C", "C", "C", "C", "N", "C", "O", "O", "H", "H", "H", "H", "C", "C", "C", "C", "C", "C", "C", "S", "O", "C", "C", "C", "C", "C", "C", "C", "C", "C", "C", "C", "C", "C", "C", "C", "C", "C", "C", "C", "C", "S", "O", "C", "C", "C", "C", "C", "C", "C", "H", "H", "H", "H", "H", "H", "H", "H", "H", "H", "H", "H", "H", "H", "H", "H", "H", "H", "H", "H", "H", "H", "H", "H", "H", "H"],
  "positions_angstrom": [[2.44758, 1.55555, 1.13719], [5.39229, -0.43569, 3.12875], [4.42744, 0.28682, 2.67331], [4.25871, 0.50950, 1.45428], [3.56052, 0.97020, 3.67100], [3.60564, 0.96433, 5.04582], [2.71905, 1.80029, 5.73127], [1.85925, 2.64472, 5.03805], [1.86621, 2.59850, 3.65517], [2.67894, 1.75230, 3.03805], [1.09337, 3.46039, 2.67115], [0.33375, 4.30984, 2.97481], [1.48152, 3.21730, 1.36777], [5.92057, -0.81979, 2.40507], [4.31507, 0.33401, 5.56359], [2.72196, 1.80497, 6.81265], [1.19509, 3.34009, 5.53379], [-6.98445, 0.78553, 0.43246], [-5.52091, 1.10628, 0.51321], [-4.70480, 0.49103, 1.45750], [-3.36419, 0.82532, 1.57425], [-2.83693, 1.78396, 0.72588], [-3.62989, 2.43354, -0.21132], [-4.96070, 2.07467, -0.32405], [-1.15175, 2.31361, 0.97224], [-0.58837, 1.47202, 2.07770], [-0.42047, 1.74325, -0.57935], [-0.11367, 2.78837, -1.48307], [0.33619, 2.49975, -2.73637], [0.48577, 1.15449, -3.15963], [0.91423, 0.84703, -4.47426], [1.01220, -0.45012, -4.88562], [0.69742, -1.50014, -3.99547], [0.30185, -1.23506, -2.71639], [0.18044, 0.10344, -2.26088], [-0.25938, 0.42275, -0.93758], [-0.65862, -0.68014, -0.02381], [-1.93689, -1.28204, -0.20161], [-2.81552, -0.86872, -1.23834], [-4.03926, -1.45216, -1.37807], [-4.45762, -2.46202, -0.48316], [-3.63992, -2.87509, 0.52816], [-2.35620, -2.30177, 0.68994], [-1.49197, -2.72461, 1.72788], [-0.25584, -2.17455, 1.88649], [0.15031, -1.17428, 0.97056], [1.81771, -0.64413, 1.15460], [2.36364, -1.24850, 2.36761], [2.60476, -1.20314, -0.31257], [2.71101, -2.55913, -0.60291], [3.35989, -2.92240, -1.76682], [3.88284, -1.96803, -2.64611], [4.59041, -2.40331, -3.89318], [3.74742, -0.61262, -2.34114], [3.11912, -0.24613, -1.16952], [-7.19594, -0.21181, 0.81561], [-7.35110, 0.84959, -0.59125], [-7.55638, 1.49722, 1.03108], [-5.12410, -0.26050, 2.11564], [-2.73371, 0.36345, 2.32248], [-3.22084, 3.20839, -0.84935], [-5.58353, 2.56695, -1.06045], [-0.24743, 3.81481, -1.16154], [0.57043, 3.29918, -3.42833], [1.14573, 1.66121, -5.14935], [1.31805, -0.67993, -5.89756], [0.76395, -2.52501, -4.33694], [0.06487, -2.05186, -2.04700], [-2.51389, -0.07973, -1.91363], [-4.70223, -1.13446, -2.17134], [-5.43550, -2.90878, -0.60451], [-3.95977, -3.64808, 1.21497], [-1.82130, -3.51055, 2.39556], [0.41419, -2.50638, 2.66444], [2.29275, -3.30729, 0.05933], [3.44989, -3.97240, -2.01568], [4.07371, -3.23815, -4.36544], [5.60037, -2.74103, -3.65220], [4.67160, -1.59021, -4.61179], [4.12577, 0.14032, -3.01918], [2.98960, 0.81476, -0.90259]],
  "atomic_forces_ev_per_a": [[0.084, 0.122, 0.158], [-0.004, -0.014, 0.006], [-0.015, 0.151, -0.032], [0.050, -0.196, 0.215], [0.138, -0.039, -0.186], [0.096, -0.011, -0.013], [-0.033, 0.059, -0.065], [0.040, 0.049, 0.027], [-0.200, 0.033, -0.185], [-0.283, -0.107, 0.280], [0.361, -0.101, -0.287], [-0.075, 0.137, 0.165], [-0.222, -0.006, 0.105], [0.007, -0.014, 0.026], [-0.009, 0.008, 0.022], [0.004, 0.007, 0.003], [-0.003, -0.030, 0.036], [-0.010, -0.039, -0.019], [0.048, 0.097, -0.024], [0.010, -0.013, 0.002], [-0.036, 0.059, 0.013], [-0.019, 0.008, 0.151], [0.060, -0.071, -0.048], [-0.042, -0.038, 0.030], [-0.180, 0.031, -0.091], [0.105, -0.150, 0.192], [-0.043, 0.057, -0.094], [0.060, 0.075, 0.051], [0.012, -0.053, -0.020], [-0.004, 0.089, 0.024], [0.023, -0.017, 0.004], [0.009, 0.012, -0.009], [-0.013, 0.000, 0.023], [-0.028, 0.008, 0.025], [0.030, 0.006, -0.014], [0.177, -0.060, -0.073], [-0.174, -0.230, -0.160], [0.029, 0.031, -0.004], [-0.018, -0.015, 0.003], [0.053, 0.027, 0.032], [-0.006, -0.056, 0.034], [-0.011, 0.003, -0.056], [0.019, -0.030, -0.020], [0.016, -0.004, 0.003], [0.015, 0.020, -0.099], [-0.205, 0.261, 0.288], [0.192, 0.051, -0.164], [-0.072, -0.195, -0.043], [0.121, -0.191, 0.012], [-0.017, 0.065, 0.033], [-0.011, -0.025, -0.026], [0.025, 0.016, 0.007], [-0.004, 0.009, -0.028], [-0.034, -0.030, 0.034], [-0.225, 0.130, 0.158], [0.001, -0.007, 0.009], [-0.004, 0.009, -0.007], [-0.013, -0.011, -0.009], [-0.010, 0.020, 0.014], [0.029, -0.005, 0.002], [0.018, 0.010, -0.001], [-0.012, 0.015, 0.008], [0.023, -0.020, 0.004], [-0.005, -0.008, -0.016], [-0.011, 0.001, -0.013], [0.004, 0.006, -0.003], [0.005, -0.010, 0.005], [-0.030, 0.000, 0.014], [0.000, 0.000, -0.007], [-0.003, 0.008, -0.008], [-0.004, -0.004, 0.001], [0.010, -0.011, 0.007], [-0.003, 0.019, 0.025], [0.000, 0.024, 0.025], [0.013, 0.003, 0.017], [0.021, -0.003, 0.008], [-0.002, -0.007, 0.001], [0.000, -0.001, -0.007], [0.001, 0.003, -0.001], [0.013, 0.003, -0.002], [0.170, 0.079, -0.469]],
  "lowdin_charge": [1.35, 0.25, -0.42, -0.06, -0.14, 0.08, 0.05, 0.09, -0.11, -0.02, -0.52, 0.21, -0.25, 0.19, 0.15, 0.14, 0.15, -0.03, -0.26, -0.02, -0.07, -0.37, -0.06, -0.02, 1.06, -0.50, -0.31, -0.07, 0.01, -0.15, -0.01, -0.05, -0.05, -0.02, -0.12, -0.15, -0.13, -0.11, 0.00, -0.04, -0.04, -0.01, -0.14, 0.02, -0.03, -0.28, 0.94, -0.35, -0.37, -0.02, 0.00, -0.24, -0.02, 0.00, -0.11, 0.08, 0.08, 0.10, 0.12, 0.11, 0.12, 0.12, 0.12, 0.13, 0.12, 0.12, 0.12, 0.13, 0.13, 0.12, 0.12, 0.12, 0.13, 0.12, 0.13, 0.13, 0.09, 0.10, 0.09, 0.13, 0.09]
}

---

| no. | Kohn-Sham gap (eV) |
| --- | --- |
| 1 | 5.888 |
| 2 | 5.297 |